1.
Density functional theory data (ωB97M-V/def2-TZVPD) for a 4-piece molecular cluster, C4H16O3 overall in a non-equilibrium geometry.

```
! RIJCOSX wB97M-V def2-TZVPD def2/J DEFGRID3
* xyz 0 1
C 1.555 -0.414 0.413
C 0.283 0.280 -0.047
C -0.921 -0.233 0.772
C 0.533 1.813 0.068
H 2.423 -0.214 -0.215
H 1.776 -0.056 1.421
H 1.515 -1.496 0.551
H -0.003 0.186 -1.083
H -1.810 0.067 0.214
H -0.970 0.159 1.786
H -0.854 -1.313 0.809
H 1.210 2.042 0.889
H 0.914 2.152 -0.892
H -0.411 2.315 0.296
H -0.142 0.135 4.042
H -0.853 -0.547 5.299
O -0.442 -0.685 4.444
H -1.183 0.141 -3.826
H -2.588 0.347 -3.243
O -2.108 -0.108 -3.945
H 0.865 -1.991 -3.179
H 0.511 -1.431 -1.837
O 0.701 -1.149 -2.738
*
```

For the energy above the lowest of the compared OMol25 structures with the same formula, charge and spin, the calculation gives 17.9 kcal/mol. The largest force on an atom comes out at 1.41 eV Å⁻¹. Its structure (SMILES) is CC(C)C.O.O.O.

natural (NBO) charges in e: atom 1 (C): -0.620, atom 2 (C): -0.233, atom 3 (C): -0.600, atom 4 (C): -0.601, atom 5 (H): 0.217, atom 6 (H): 0.203, atom 7 (H): 0.203, atom 8 (H): 0.201, atom 9 (H): 0.204, atom 10 (H): 0.199, atom 11 (H): 0.207, atom 12 (H): 0.200, atom 13 (H): 0.213, atom 14 (H): 0.203, atom 15 (H): 0.475, atom 16 (H): 0.478, atom 17 (O): -0.951, atom 18 (H): 0.481, atom 19 (H): 0.464, atom 20 (O): -0.945, atom 21 (H): 0.473, atom 22 (H): 0.474, atom 23 (O): -0.945

***

2.
Density functional theory data (ωB97M-V/def2-TZVPD) for C22H29BrCl2HoN7O7S as an isolated structure in a non-equilibrium geometry.

```
! RIJCOSX wB97M-V def2-TZVPD def2/J DEFGRID3
* xyz 0 5
Ho 0.011 0.713 0.298
O 1.302 -2.700 -0.610
C 0.504 -3.658 0.088
C 0.556 -3.402 1.578
N -0.072 -2.144 1.956
C -1.537 -2.230 1.835
C -2.062 -1.826 0.466
O -2.937 -2.473 -0.072
O -1.488 -0.764 -0.020
C 0.318 -1.661 3.279
C -0.160 -0.215 3.392
O -0.970 0.105 4.255
O 0.279 0.559 2.456
H 0.754 -2.139 -1.180
H 0.904 -4.656 -0.103
H -0.526 -3.642 -0.276
H 1.603 -3.375 1.896
H 0.084 -4.257 2.088
H -1.995 -1.543 2.550
H -1.899 -3.235 2.070
H 1.407 -1.699 3.360
H -0.112 -2.242 4.100
Cl 2.528 2.559 1.940
C 1.677 4.034 1.473
Cl 0.303 3.702 0.390
H 2.359 4.683 0.941
H 1.281 4.499 2.365
C 4.859 -2.192 1.048
C 4.728 -1.009 0.166
N 5.635 -0.546 -0.628
N 5.015 0.522 -1.236
C 3.745 0.735 -0.861
S 2.665 1.881 -1.399
N 3.575 -0.250 0.080
N 2.368 -0.512 0.731
H 5.856 -2.606 0.931
H 4.122 -2.952 0.781
H 4.710 -1.921 2.095
H 5.496 1.049 -1.945
H 2.513 -0.520 1.734
H 2.016 -1.423 0.407
Br 1.710 -1.253 -7.001
C 0.474 -0.277 -5.946
C -0.593 0.359 -6.561
C -1.492 1.082 -5.784
C -1.320 1.167 -4.411
C -0.253 0.507 -3.816
C 0.652 -0.220 -4.576
C -0.057 0.558 -2.344
O -0.536 1.543 -1.677
O 0.584 -0.360 -1.771
H -0.717 0.292 -7.633
H -2.329 1.579 -6.259
H -2.009 1.731 -3.795
H 1.477 -0.727 -4.094
C -4.698 1.120 3.629
C -3.940 1.606 2.436
C -4.328 2.293 1.306
C -3.162 2.450 0.538
N -2.124 1.888 1.157
N -2.628 1.378 2.302
C -3.047 3.191 -0.757
H -5.557 1.762 3.819
H -4.067 1.110 4.519
H -5.065 0.104 3.468
H -5.321 2.636 1.060
H -1.991 1.054 3.032
H -4.029 3.279 -1.218
H -2.378 2.698 -1.455
H -2.674 4.203 -0.583
*
```

For the energy above the lowest of the compared OMol25 structures with the same formula, charge and spin, the calculation gives 0.0 kcal/mol. The largest force on an atom comes out at 1.26 eV Å⁻¹. The expectation value of S² is 6.0033.

natural (NBO) charges in e: atom 1 (Ho): 1.785, atom 2 (O): -0.762, atom 3 (C): -0.081, atom 4 (C): -0.235, atom 5 (N): -0.440, atom 6 (C): -0.358, atom 7 (C): 0.800, atom 8 (O): -0.629, atom 9 (O): -0.866, atom 10 (C): -0.316, atom 11 (C): 0.806, atom 12 (O): -0.667, atom 13 (O): -0.856, atom 14 (H): 0.529, atom 15 (H): 0.180, atom 16 (H): 0.204, atom 17 (H): 0.187, atom 18 (H): 0.184, atom 19 (H): 0.231, atom 20 (H): 0.203, atom 21 (H): 0.193, atom 22 (H): 0.198, atom 23 (Cl): 0.027, atom 24 (C): -0.375, atom 25 (Cl): 0.070, atom 26 (H): 0.234, atom 27 (H): 0.232, atom 28 (C): -0.665, atom 29 (C): 0.360, atom 30 (N): -0.254, atom 31 (N): -0.381, atom 32 (C): 0.244, atom 33 (S): -0.212, atom 34 (N): -0.243, atom 35 (N): -0.670, atom 36 (H): 0.257, atom 37 (H): 0.243, atom 38 (H): 0.229, atom 39 (H): 0.428, atom 40 (H): 0.387, atom 41 (H): 0.436, atom 42 (Br): 0.053, atom 43 (C): -0.108, atom 44 (C): -0.220, atom 45 (C): -0.202, atom 46 (C): -0.157, atom 47 (C): -0.165, atom 48 (C): -0.135, atom 49 (C): 0.827, atom 50 (O): -0.782, atom 51 (O): -0.759, atom 52 (H): 0.229, atom 53 (H): 0.220, atom 54 (H): 0.231, atom 55 (H): 0.236, atom 56 (C): -0.647, atom 57 (C): 0.192, atom 58 (C): -0.350, atom 59 (C): 0.206, atom 60 (N): -0.367, atom 61 (N): -0.341, atom 62 (C): -0.661, atom 63 (H): 0.228, atom 64 (H): 0.234, atom 65 (H): 0.233, atom 66 (H): 0.225, atom 67 (H): 0.446, atom 68 (H): 0.221, atom 69 (H): 0.256, atom 70 (H): 0.221

***

3.
Density functional theory data (ωB97M-V/def2-TZVPD) for C16H28F12LiN4P2 as an isolated structure in a non-equilibrium geometry.

```
! RIJCOSX wB97M-V def2-TZVPD def2/J DEFGRID3
* xyz -1 1
Li 0.187 0.145 -0.667
P -3.027 -1.241 0.141
F -3.372 0.248 0.813
F -2.738 -1.825 1.601
F -4.657 -1.676 0.247
F -2.570 -2.674 -0.614
F -3.344 -0.637 -1.337
F -1.493 -0.757 0.066
P 0.832 -2.952 -2.470
F -0.609 -3.223 -3.210
F 1.434 -1.954 -3.633
F 0.190 -1.651 -1.680
F 2.237 -2.738 -1.547
F 0.210 -3.906 -1.263
F 1.414 -4.338 -3.155
C 5.824 1.504 -3.340
C 4.980 0.220 -3.250
C 3.502 0.489 -3.596
C 2.644 0.617 -2.440
N 2.030 0.763 -1.468
H 6.862 1.316 -3.065
H 5.474 2.179 -2.560
H 5.732 2.068 -4.268
H 5.115 -0.241 -2.272
H 5.353 -0.457 -4.019
H 3.125 -0.313 -4.231
H 3.351 1.411 -4.158
C 1.054 -2.603 4.294
C -0.159 -3.234 3.617
C -0.007 -3.344 2.068
C 0.620 -2.177 1.404
N 1.078 -1.274 0.885
H 1.097 -1.520 4.173
H 1.926 -3.074 3.841
H 1.055 -2.778 5.370
H -1.055 -2.660 3.850
H -0.462 -4.242 3.899
H -0.881 -3.544 1.447
H 0.688 -4.149 1.830
C -0.426 2.885 4.698
C -0.389 1.438 4.457
C -1.320 1.037 3.293
C -0.726 1.309 1.978
N -0.241 1.516 0.940
H -1.441 3.282 4.707
H 0.176 3.310 3.895
H 0.009 3.099 5.675
H -0.934 1.031 5.309
H 0.559 0.916 4.325
H -2.287 1.530 3.395
H -1.553 -0.027 3.332
C -2.754 3.751 -1.336
C -3.711 2.909 -2.156
C -3.040 2.109 -3.255
C -1.817 1.481 -2.812
N -0.816 1.021 -2.419
H -2.210 3.132 -0.622
H -3.293 4.497 -0.753
H -2.115 4.204 -2.094
H -4.545 3.446 -2.608
H -4.146 2.162 -1.492
H -2.914 2.820 -4.072
H -3.706 1.364 -3.690
*
```

For the energy above the lowest of the compared OMol25 structures with the same formula, charge and spin, the calculation gives 40.3 kcal/mol. The largest force on an atom comes out at 3.21 eV Å⁻¹.

natural (NBO) charges in e: atom 1 (Li): 0.823, atom 2 (P): 2.596, atom 3 (F): -0.611, atom 4 (F): -0.590, atom 5 (F): -0.590, atom 6 (F): -0.576, atom 7 (F): -0.590, atom 8 (F): -0.607, atom 9 (P): 2.588, atom 10 (F): -0.580, atom 11 (F): -0.589, atom 12 (F): -0.602, atom 13 (F): -0.598, atom 14 (F): -0.603, atom 15 (F): -0.585, atom 16 (C): -0.608, atom 17 (C): -0.378, atom 18 (C): -0.527, atom 19 (C): 0.375, atom 20 (N): -0.388, atom 21 (H): 0.207, atom 22 (H): 0.203, atom 23 (H): 0.200, atom 24 (H): 0.228, atom 25 (H): 0.203, atom 26 (H): 0.282, atom 27 (H): 0.235, atom 28 (C): -0.612, atom 29 (C): -0.387, atom 30 (C): -0.521, atom 31 (C): 0.368, atom 32 (N): -0.402, atom 33 (H): 0.211, atom 34 (H): 0.209, atom 35 (H): 0.205, atom 36 (H): 0.205, atom 37 (H): 0.209, atom 38 (H): 0.297, atom 39 (H): 0.240, atom 40 (C): -0.609, atom 41 (C): -0.380, atom 42 (C): -0.515, atom 43 (C): 0.377, atom 44 (N): -0.400, atom 45 (H): 0.206, atom 46 (H): 0.213, atom 47 (H): 0.207, atom 48 (H): 0.194, atom 49 (H): 0.219, atom 50 (H): 0.248, atom 51 (H): 0.271, atom 52 (C): -0.616, atom 53 (C): -0.382, atom 54 (C): -0.520, atom 55 (C): 0.361, atom 56 (N): -0.369, atom 57 (H): 0.240, atom 58 (H): 0.208, atom 59 (H): 0.193, atom 60 (H): 0.195, atom 61 (H): 0.229, atom 62 (H): 0.230, atom 63 (H): 0.262

***

4.
Density functional theory data (ωB97M-V/def2-TZVPD) for a 2-piece molecular cluster, C5H6N3O2S overall in a non-equilibrium geometry.

```
! RIJCOSX wB97M-V def2-TZVPD def2/J DEFGRID3
* xyz -1 1
C 2.949 0.623 0.306
C 1.286 1.233 1.509
C -1.699 0.442 0.843
C -0.719 0.181 -1.371
C -0.446 0.481 -0.147
N 2.609 1.175 1.498
N 1.932 0.460 -0.487
N 0.848 0.746 0.363
O -1.949 1.521 1.389
O -2.367 -0.614 0.735
S -1.214 -2.736 -1.280
H 3.947 0.557 -0.056
H 0.778 1.558 2.347
H -1.743 0.038 -1.655
H 0.043 0.090 -2.151
H -2.261 -3.814 -1.283
H -1.995 -1.942 -0.561
*
```

For the energy above the lowest of the compared OMol25 structures with the same formula, charge and spin, the calculation gives 45.0 kcal/mol. The largest force on an atom comes out at 3.44 eV Å⁻¹.

natural (NBO) charges in e: atom 1 (C): 0.135, atom 2 (C): 0.211, atom 3 (C): 0.756, atom 4 (C): -0.437, atom 5 (C): 0.056, atom 6 (N): -0.532, atom 7 (N): -0.289, atom 8 (N): -0.200, atom 9 (O): -0.735, atom 10 (O): -0.765, atom 11 (S): -0.374, atom 12 (H): 0.183, atom 13 (H): 0.225, atom 14 (H): 0.221, atom 15 (H): 0.207, atom 16 (H): 0.120, atom 17 (H): 0.217

***

Look up the largest force on an atom of the second one.
1.26 eV Å⁻¹

***

Which formula does entry 2 have?
C22H29BrCl2HoN7O7S

***

largest force on an atom of number 2 (C22H29BrCl2HoN7O7S)?
1.26 eV Å⁻¹

***

What is the formula in the first record?
C4H16O3